[1]
{"formula": "C5H11N4O", "method": "ωB97M-V with the def2-TZVPD basis set", "symbols": ["C", "H", "H", "H", "C", "N", "C", "H", "H", "H", "N", "N", "H", "H", "C", "H", "N", "H", "H", "O", "C"], "coordinates": [[0.086780, -1.436955, 0.518774], [-0.866408, -3.145199, -0.263023], [1.094738, -1.680773, 0.138480], [1.158122, 3.399877, -0.311588], [-0.912161, -2.572581, 0.653716], [0.416078, 0.892062, 0.077413], [1.593364, 0.542337, -0.769682], [1.227228, -0.245852, -1.440913], [-0.411083, -3.193987, 1.401035], [-2.991376, 1.394483, 1.221838], [-0.249395, -0.198953, 0.411083], [-3.103276, 0.607859, 0.677456], [2.435659, 0.235315, -0.184650], [-1.265509, 0.168038, 0.559748], [-0.276438, 2.016779, 0.294474], [1.907535, 1.355618, -1.317642], [0.247468, 3.228176, 0.033659], [-1.793719, -2.195076, 0.986032], [-0.406018, 3.995365, 0.318789], [-3.906410, 0.168312, -1.492542], [-3.493284, 0.451439, -0.478845]], "forces_ev_per_a": [[0.3, 0.2, -2.3], [-0.5, 0.0, -0.3], [-0.4, 0.0, 0.8], [0.9, 0.5, -0.3], [4.4, 0.3, 0.3], [3.4, 0.7, -1.7], [-1.3, -0.9, 1.0], [0.5, 0.2, 0.0], [-0.6, -0.3, 0.2], [0.1, 2.1, 0.9], [-4.0, -1.3, 1.5], [-0.1, -2.7, -2.4], [0.4, -0.5, 0.5], [0.9, -1.1, 0.4], [-0.4, 1.9, 0.4], [0.4, 1.9, -1.3], [-2.5, -1.5, 1.0], [-2.9, 0.6, 0.7], [1.5, -0.9, -0.7], [-0.6, -0.7, -2.5], [0.5, 1.2, 3.9]], "mulliken_charge": [0.36, 0.32, 0.46, 0.20, -1.17, -0.12, -1.06, 0.37, 0.35, 0.27, 0.17, -0.67, 0.34, 0.25, -0.33, 0.40, -0.18, 0.37, 0.29, -0.31, 0.70], "orbital_gap_ev": 9.08, "e_above_lowest_kcal_mol": 95.06, "total_charge": 1}

[2]
{"formula": "C5H11N4O", "method": "ωB97M-V with the def2-TZVPD basis set", "symbols": ["C", "H", "H", "H", "C", "H", "N", "N", "H", "N", "H", "H", "N", "H", "H", "H", "O", "H", "C", "C", "C"], "coordinates": [[0.577314, 0.424798, 1.580843], [-3.238511, -0.361203, -0.140693], [-2.411670, -0.012401, 1.460642], [0.619054, -1.001318, -2.689915], [-1.027259, 0.920030, -0.897001], [-1.911533, 1.575618, -1.123436], [0.142657, 1.195027, -1.449726], [1.510570, -0.184822, 2.334984], [1.873220, 0.295705, 3.171240], [1.488340, -0.603399, -2.189604], [0.383817, -1.508187, 0.459171], [1.573391, -1.148165, 2.329783], [-1.076657, -0.138571, -0.158516], [0.240585, 1.891495, -2.174688], [2.247956, -1.200549, -1.975576], [1.904210, 0.616178, -0.557800], [0.169335, 1.545439, 1.659878], [-2.033928, -1.541040, 0.688900], [0.128988, -0.505430, 0.421815], [-2.314568, -0.547311, 0.411906], [1.154690, 0.288106, -1.162207]], "forces_ev_per_a": [[0.1, -2.1, -2.2], [0.6, -0.4, -0.4], [0.0, -0.8, -2.0], [2.2, 0.5, 0.8], [-0.9, 2.2, -1.6], [0.9, -1.0, 0.3], [-0.4, 0.4, -0.3], [0.6, 2.4, 1.5], [-0.4, -0.4, -0.7], [-3.4, 0.4, 0.3], [0.3, -1.9, 0.0], [0.2, -2.1, 0.0], [-0.5, 0.8, -0.9], [0.0, 0.5, 0.3], [0.6, -1.0, -0.1], [2.3, 0.8, 1.3], [-0.5, 1.2, 0.2], [-1.2, -1.2, 0.1], [-1.5, 0.8, 4.4], [-0.2, 0.6, 3.9], [1.1, 0.2, -5.0]], "lowdin_spin": [0.07, 0.00, 0.00, 0.02, 0.09, 0.00, 0.11, 0.05, 0.00, 0.35, 0.02, 0.00, 0.08, 0.02, 0.01, 0.02, 0.06, 0.00, 0.56, 0.03, 0.50], "s_squared": 2.01, "orbital_gap_ev": [6.21, 7.15], "e_above_lowest_kcal_mol": 19.27, "total_charge": 1, "multiplicity": 3}

[3]
{"formula": "C5H11N4O2", "method": "ωB97M-V with the def2-TZVPD basis set", "symbols": ["H", "N", "H", "N", "C", "H", "N", "H", "O", "H", "H", "H", "C", "H", "N", "O", "C", "C", "H", "H", "H", "C"], "coordinates": [[2.704346, 1.267355, -0.655498], [-3.075317, 0.262030, 0.869287], [0.946617, -1.288379, 1.537891], [0.002698, 0.333162, 0.538706], [1.856129, 0.557656, -0.997722], [-2.099890, 1.651782, -0.189341], [-3.666477, -0.400135, -0.321773], [3.085818, -1.935382, 0.825282], [-4.343460, -1.342265, -0.113736], [1.966697, 0.250803, -2.101452], [0.906433, 2.001129, -0.002182], [-2.026812, 1.553891, 1.927102], [0.912739, -0.641293, 0.675099], [-0.065976, 1.545852, -1.247570], [1.921787, -0.651198, -0.173945], [-3.310201, 0.125713, -1.306280], [-2.233249, 1.242657, 0.823701], [2.926326, -1.636717, -0.131344], [3.965097, -1.424283, -0.600692], [2.498715, -2.446317, -0.651820], [-3.415708, -0.223744, 1.802674], [0.543698, 1.197687, -0.506392]], "forces_ev_per_a": [[-1.0, -1.3, -1.1], [-1.6, -1.8, 3.3], [-0.4, -0.5, -0.1], [0.4, -1.7, 0.0], [1.8, -0.1, -1.0], [0.4, 0.3, 0.9], [0.9, 0.3, 0.7], [0.6, -0.8, 3.0], [-0.3, -0.3, 0.6], [-0.3, 0.8, 1.6], [0.5, 2.9, 1.4], [0.3, 0.2, -2.6], [-1.8, 2.0, 0.6], [-2.0, 0.4, -2.0], [-0.6, 2.0, 0.3], [0.2, 0.6, -2.0], [0.0, -1.1, 1.9], [2.1, 0.1, -3.1], [-2.0, 0.3, 0.7], [0.1, -1.5, -0.8], [1.0, 1.2, -2.5], [1.8, -2.2, 0.7]], "mulliken_charge": [0.27, -0.21, 0.34, -0.27, -0.51, 0.34, 1.18, 0.36, -0.52, 0.33, 0.37, 0.31, -0.31, 0.57, 0.08, -0.54, -0.07, -0.92, 0.29, 0.39, 0.36, -0.82], "orbital_gap_ev": 6.74, "e_above_lowest_kcal_mol": 154.97, "total_charge": 1}

[4]
{"formula": "C5H11NO", "method": "ωB97M-V with the def2-TZVPD basis set", "symbols": ["C", "H", "H", "H", "H", "O", "H", "C", "H", "H", "N", "C", "H", "C", "H", "H", "C", "H"], "coordinates": [[0.701366, -0.341084, 0.733603], [0.723595, 0.330463, 1.591494], [-1.355339, -0.852054, 1.157699], [-1.406538, -2.815442, -0.209986], [0.740364, -0.300991, -1.421689], [-0.425361, 2.520203, 1.385533], [-0.293360, 3.604750, -0.378332], [-0.309757, 2.613355, 0.103478], [-1.300791, 0.893198, -0.829405], [1.530846, -1.055325, 0.864894], [-0.469149, -1.194031, 0.845610], [0.805120, 0.414235, -0.577708], [0.001311, -3.183928, 0.788531], [-0.430520, -2.442970, 0.101390], [0.251149, -2.328925, -0.739450], [1.754863, 0.922870, -0.748879], [-0.336946, 1.434571, -0.817282], [-0.180853, 1.781106, -1.849499]], "forces_ev_per_a": [[-0.1, -0.5, 0.5], [-0.1, 0.2, -0.2], [0.1, 0.4, -0.2], [0.0, 0.2, -0.2], [0.0, -0.2, 0.2], [-0.2, -0.2, -0.1], [-0.1, 0.0, 0.0], [0.2, 0.3, 0.1], [-0.1, -0.2, 0.2], [0.3, 0.3, -0.1], [-0.2, -0.5, -0.2], [-0.7, -0.2, -0.9], [0.1, -0.5, -0.4], [0.4, 0.5, 1.2], [-0.2, -0.2, -0.3], [0.1, 0.1, 0.5], [0.7, 0.2, -0.1], [-0.2, 0.2, 0.1]], "lowdin_spin": [0.00, 0.00, 0.00, 0.00, 0.01, 0.31, 0.05, 0.41, 0.03, 0.00, 0.01, 0.05, 0.00, 0.01, 0.00, 0.02, 0.10, 0.01], "s_squared": 0.75, "orbital_gap_ev": [3.45, 6.89], "e_above_lowest_kcal_mol": 25.43, "total_charge": -1, "multiplicity": 2}

[5]
{"formula": "C5H11NO", "method": "ωB97M-V with the def2-TZVPD basis set", "symbols": ["H", "H", "N", "C", "O", "H", "H", "H", "H", "H", "C", "C", "C", "H", "H", "H", "H", "C"], "coordinates": [[0.615860, 1.760574, 0.523266], [0.139855, -1.550314, 2.022102], [-2.221585, -1.535969, 0.420046], [-1.671235, -0.391814, 0.385979], [1.069014, -0.437965, -2.051066], [2.297726, 0.440495, -0.676232], [0.393821, -0.180353, -2.690445], [1.667569, 1.622125, -1.880060], [0.153226, -1.016477, -0.565543], [1.517244, -0.522840, 1.603769], [0.277111, 1.083455, -0.262399], [-0.201417, -0.255890, 0.320150], [1.418638, 0.778720, -1.226084], [0.120239, 0.179515, 2.413742], [-3.239526, -1.512156, 0.455114], [-2.236777, 0.557578, 0.370338], [-0.531600, 1.543406, -0.834441], [0.431838, -0.562091, 1.671763]], "forces_ev_per_a": [[-0.1, 0.2, -0.1], [0.0, 0.0, 0.0], [0.2, 0.2, 0.0], [-1.0, -0.2, -0.1], [0.8, 1.9, 0.2], [0.0, 0.2, -0.1], [0.1, 0.1, 0.0], [0.0, -0.2, 0.1], [-1.0, 1.3, 2.8], [0.1, 0.0, 0.0], [-0.1, -0.6, -0.2], [1.3, -1.5, -2.0], [-0.4, -1.5, -0.8], [0.0, 0.0, 0.0], [0.1, 0.3, 0.0], [-0.1, -0.2, 0.1], [-0.1, 0.2, 0.1], [0.0, 0.0, -0.1]], "mulliken_charge": [0.34, 0.44, -0.62, -0.34, -0.56, 0.27, 0.30, 0.36, 0.30, 0.33, -0.91, 0.77, -0.52, 0.36, 0.25, 0.35, 0.40, -1.50], "orbital_gap_ev": 10.58, "e_above_lowest_kcal_mol": 46.39, "smiles": "[H]/N=C/[C@H](C)CCO"}

[6]
{"formula": "C5H11NO", "method": "ωB97M-V with the def2-TZVPD basis set", "symbols": ["H", "H", "H", "C", "H", "C", "H", "C", "H", "C", "H", "N", "H", "O", "H", "H", "H", "C"], "coordinates": [[2.229196, -1.196296, 0.506947], [-1.760617, 1.405949, 0.323042], [2.970050, -2.177320, -0.938822], [-0.439760, -0.361637, 0.381270], [0.449471, 0.222898, 0.711182], [-1.717911, 0.279864, 0.893709], [-1.302856, 2.122170, 1.982218], [0.907123, -1.853501, -1.070370], [1.277680, 2.707665, -1.041864], [2.131551, -1.715262, -0.438662], [-2.561204, -0.126853, 0.402192], [-1.010329, 2.026309, 1.003286], [0.831673, -2.392873, -2.043065], [1.064611, 1.805501, -0.698320], [-1.825076, 0.076132, 1.893630], [0.366643, 2.018260, -0.025183], [-1.258779, -1.566645, -1.228585], [-0.351466, -1.274353, -0.612610]], "forces_ev_per_a": [[0.1, -0.1, -0.1], [0.1, 3.0, 0.6], [0.3, 0.2, 0.3], [-0.1, 0.1, -0.7], [-0.6, -1.4, 0.1], [4.2, -1.6, -0.9], [-0.5, 0.2, -0.6], [2.1, 0.2, 0.3], [0.0, -1.2, 0.2], [-2.7, -0.7, -1.7], [-1.4, 0.4, -1.0], [-1.9, -1.6, -0.6], [0.3, 0.4, 0.9], [0.1, 1.8, -0.3], [-0.3, 0.0, 2.4], [0.4, -0.3, -0.3], [0.9, 0.2, 1.2], [-1.1, 0.5, 0.1]], "mulliken_charge": [0.25, 0.16, 0.26, -0.37, 0.41, -0.52, 0.20, -0.13, 0.31, -0.75, 0.40, -0.70, 0.25, -0.68, 0.40, 0.40, 0.21, -0.11], "orbital_gap_ev": 8.62, "e_above_lowest_kcal_mol": 149.77}